Below is 8 unconnected molecules or ions with the total composition C32H40F24O16 in a non-equilibrium geometry, with properties calculated with ωB97M-V with the def2-TZVPD basis set.

Geometry as XYZ:
```
112
Properties=species:S:1:pos:R:3
C 1.86957 -1.16713 0.77718
C 1.47857 0.26116 1.16290
O 0.29817 0.77738 0.56911
C -0.87915 0.40623 1.04388
O -1.06177 -0.46756 1.82861
C -2.01470 1.27500 0.44958
F -1.70502 2.57759 0.62859
F -2.21556 1.04196 -0.83934
F -3.12532 1.05167 1.16281
H 1.07300 -1.89526 0.90581
H 2.72361 -1.44076 1.39817
H 2.19639 -1.20603 -0.26392
H 2.25219 0.98810 0.92506
H 1.35631 0.28884 2.25085
C 8.25396 1.75788 -1.46955
C 8.42005 1.02746 -0.12742
O 7.44586 1.52255 0.78927
C 6.93734 0.62152 1.63346
O 7.21113 -0.53412 1.71279
C 5.71081 1.19550 2.38784
F 5.61871 0.64084 3.59455
F 5.75966 2.52435 2.48123
F 4.60387 0.85536 1.69381
H 8.32652 2.82193 -1.23377
H 7.32301 1.54134 -1.98637
H 9.09403 1.46197 -2.09713
H 9.45096 1.15349 0.19056
H 8.22132 -0.01236 -0.39105
C -4.27600 -2.55900 -5.12058
C -3.70585 -1.40302 -4.29952
O -3.02141 -1.87446 -3.14480
C -3.75404 -2.25262 -2.10991
O -4.92827 -2.42917 -2.11639
C -2.97305 -2.40986 -0.78357
F -3.66814 -1.77816 0.16681
F -2.86359 -3.69426 -0.48964
F -1.77338 -1.81439 -0.82429
H -3.52339 -3.28754 -5.43049
H -4.75186 -2.22550 -6.04445
H -5.02071 -3.13092 -4.56609
H -4.51927 -0.78014 -3.92295
H -3.04829 -0.87054 -4.98115
C 5.31445 -2.10626 -0.65618
C 5.17287 -2.36786 -2.13911
O 5.14388 -3.77705 -2.41240
C 4.01808 -4.43955 -2.26408
O 2.98213 -3.96340 -1.89821
C 4.10172 -5.92334 -2.70601
F 4.33519 -6.65230 -1.58587
F 2.95894 -6.30473 -3.24520
F 5.11890 -6.14393 -3.54227
H 6.33329 -2.16479 -0.26775
H 4.79096 -2.82067 -0.02036
H 4.91447 -1.13714 -0.35466
H 5.97856 -1.96048 -2.74386
H 4.25481 -1.92855 -2.53222
C -6.68525 -0.57227 0.66584
C -8.07479 0.03520 0.50064
O -8.40945 0.31421 -0.85418
C -9.11078 -0.56944 -1.53679
O -9.26442 -1.71765 -1.22901
C -9.66872 -0.01901 -2.84906
F -9.31411 1.25325 -3.06662
F -9.19865 -0.75726 -3.87326
F -11.00366 -0.11615 -2.87175
H -6.40899 -0.64919 1.71042
H -6.00131 0.05379 0.08322
H -6.61401 -1.49387 0.08362
H -8.11742 1.00800 0.99203
H -8.83057 -0.53211 1.04772
C 6.71895 -4.94627 1.07710
C 7.29404 -4.09512 2.20853
O 6.44361 -4.09137 3.35449
C 5.49364 -3.15311 3.50814
O 4.99612 -2.52088 2.63735
C 4.92930 -3.20599 4.93399
F 5.76324 -3.72393 5.82783
F 4.61075 -1.96570 5.31987
F 3.80956 -3.93751 4.93331
H 7.28392 -4.80828 0.15304
H 5.72311 -4.52032 0.94946
H 6.67741 -6.02569 1.21556
H 7.33678 -3.08545 1.79534
H 8.29519 -4.43076 2.46781
C -8.97664 6.32056 -1.67906
C -8.86261 4.81228 -1.73067
O -7.49250 4.41117 -1.67845
C -7.04444 3.78916 -0.60211
O -7.68716 3.25957 0.24714
C -5.51240 3.58213 -0.69879
F -5.00603 3.38819 0.52002
F -5.21142 2.55015 -1.47791
F -4.93862 4.70763 -1.18527
H -8.41934 6.81568 -0.87771
H -10.01657 6.59773 -1.49831
H -8.59325 6.85438 -2.55108
H -9.25421 4.41668 -2.66586
H -9.46111 4.41422 -0.91156
C 1.27956 2.52314 4.43676
C 1.77243 3.91793 4.03789
O 1.10833 4.41568 2.89460
C 1.77358 4.57795 1.76200
O 2.93554 4.40162 1.58138
C 0.84200 5.03278 0.63004
F -0.44150 4.99078 0.92697
F 1.17021 6.29821 0.30434
F 1.06107 4.29830 -0.46292
H 0.19889 2.57910 4.54949
H 1.79859 2.19648 5.33686
H 1.58221 1.78674 3.69145
H 2.85561 3.84561 3.91142
H 1.65170 4.61986 4.86245
```

Computed properties:
- molar mass (u) = 1136.61
- spin multiplicity = 1
- energy (eV) = -131814.3539
- LUMO (eV) = 0.3
- energy relative to the best compared isomer or geometry (same formula, charge and spin) (kJ/mol) = 102.5
- highest occupied orbital energy (eV) = -10.95
- frontier orbital gap (eV) = 11.26
- SMILES = CCOC(=O)C(F)(F)F.CCOC(=O)C(F)(F)F.CCOC(=O)C(F)(F)F.CCOC(=O)C(F)(F)F.CCOC(=O)C(F)(F)F.CCOC(=O)C(F)(F)F.CCOC(=O)C(F)(F)F.CCOC(=O)C(F)(F)F



Below is 8 unconnected molecules or ions with the total composition C32H40F24O16 in a non-equilibrium geometry, with properties calculated with ωB97M-V with the def2-TZVPD basis set.

Geometry as XYZ:
```
112
Properties=species:S:1:pos:R:3
C 6.34968 -3.25611 0.04175
C 6.07011 -1.86402 -0.50959
O 6.01104 -1.90183 -1.95731
C 5.97917 -0.77055 -2.62435
O 6.14568 0.32214 -2.16226
C 5.69111 -1.01039 -4.12797
F 6.44347 -0.19813 -4.87300
F 5.95878 -2.25688 -4.47625
F 4.41659 -0.72378 -4.38232
H 6.34322 -4.07735 -0.66985
H 5.84595 -3.39398 0.99348
H 7.41263 -3.24654 0.32029
H 6.72754 -1.14221 -0.03713
H 5.01901 -1.65098 -0.29846
C 0.35606 3.20423 3.10376
C 0.33268 4.66028 3.57352
O 1.49572 4.99303 4.34585
C 2.62642 5.24699 3.74386
O 2.78274 5.31239 2.55727
C 3.84714 5.44770 4.65648
F 3.63165 4.91721 5.85836
F 4.91666 4.88358 4.13385
F 4.07962 6.75002 4.77374
H 0.91168 2.57424 3.80520
H 1.04864 3.09964 2.26358
H -0.62057 2.80751 2.85789
H -0.47773 4.81911 4.27973
H 0.19810 5.32154 2.72012
C 3.39096 1.06468 -0.81386
C 2.32273 0.39202 0.00557
O 1.08883 1.08873 0.09571
C 0.15355 0.89440 -0.82597
O 0.22461 0.02931 -1.64956
C -1.06363 1.85615 -0.76920
F -0.95773 2.68630 0.26095
F -1.00464 2.53795 -1.92488
F -2.23379 1.25233 -0.70799
H 3.40112 0.61116 -1.80794
H 4.42566 0.99400 -0.48285
H 3.21965 2.13473 -0.95142
H 2.65859 0.26454 1.03429
H 2.16998 -0.61252 -0.39371
C -4.20442 3.12678 -3.42577
C -5.38089 4.05234 -3.69539
O -4.90685 5.37860 -3.47385
C -5.72314 6.39903 -3.56465
O -6.85727 6.43580 -3.93119
C -4.92533 7.71571 -3.37458
F -5.39328 8.41625 -2.34177
F -3.59564 7.56111 -3.29241
F -5.10488 8.47095 -4.48304
H -4.33728 2.05902 -3.58749
H -3.81716 3.28283 -2.41852
H -3.39629 3.38296 -4.11539
H -6.24705 3.85259 -3.06423
H -5.71619 3.86974 -4.71810
C -2.69461 -0.98982 -2.88110
C -4.14470 -0.85659 -2.46362
O -5.08136 -1.45413 -3.35675
C -6.36960 -1.15095 -3.39110
O -6.87486 -0.19799 -2.89377
C -7.18387 -2.21789 -4.11929
F -6.73695 -3.44171 -3.85171
F -8.45579 -2.13111 -3.79885
F -7.09067 -2.05539 -5.44575
H -2.40772 -0.47702 -3.79955
H -2.47462 -2.02732 -3.13590
H -2.13176 -0.62969 -2.03014
H -4.33751 0.21706 -2.37919
H -4.35348 -1.29053 -1.48458
C 3.35600 -1.90416 2.93943
C 2.61050 -1.51559 4.17527
O 2.36948 -2.66377 5.01523
C 1.13955 -3.18040 4.95842
O 0.26016 -2.82532 4.23669
C 0.92884 -4.32095 5.95371
F 2.03286 -4.56335 6.67050
F -0.04755 -3.96309 6.79586
F 0.58484 -5.43722 5.32078
H 2.77250 -2.39667 2.15700
H 4.12576 -2.62516 3.23341
H 3.80109 -1.06631 2.40237
H 1.66784 -1.09365 3.81767
H 3.13610 -0.82735 4.83212
C -1.71623 0.97056 6.10307
C -0.87593 0.10188 5.19031
O -1.69937 -0.42806 4.16149
C -1.47481 -0.41174 2.85636
O -0.68056 0.32061 2.35202
C -2.39473 -1.35779 2.08777
F -3.40150 -1.78783 2.81126
F -2.80557 -0.80838 0.95216
F -1.66428 -2.42447 1.71332
H -1.14793 1.28059 6.98173
H -2.53583 0.38198 6.51497
H -2.09113 1.86462 5.60978
H -0.40587 -0.73756 5.71216
H 0.04524 0.53965 4.79262
C -1.58030 -6.07859 -2.92265
C -0.03324 -6.00125 -2.98131
O 0.41341 -4.71691 -3.41289
C 1.71351 -4.46808 -3.31537
O 2.55031 -5.27516 -3.04801
C 2.10227 -2.98891 -3.59905
F 2.56474 -2.45128 -2.45807
F 3.09546 -3.00242 -4.49035
F 1.07731 -2.27336 -4.04346
H -1.94453 -7.09919 -2.84167
H -1.87535 -5.71229 -3.90934
H -1.95479 -5.48458 -2.09518
H 0.31224 -6.70878 -3.73200
H 0.27399 -6.22156 -1.95978
```

Computed properties:
- molar mass (u) = 1136.61
- spin multiplicity = 1
- energy (eV) = -131813.4909
- LUMO (eV) = 0.0
- energy relative to the best compared isomer or geometry (same formula, charge and spin) (kJ/mol) = 185.8
- highest occupied orbital energy (eV) = -11.28
- frontier orbital gap (eV) = 11.31
- SMILES = CCOC(=O)C(F)(F)F.CCOC(=O)C(F)(F)F.CCOC(=O)C(F)(F)F.CCOC(=O)C(F)(F)F.CCOC(=O)C(F)(F)F.CCOC(=O)C(F)(F)F.CCOC(=O)C(F)(F)F.CCOC(=O)C(F)(F)F



Below is a molecular structure, C32H40FeNO3S in a non-equilibrium geometry, with properties calculated with ωB97M-V with the def2-TZVPD basis set.

Geometry as XYZ:
```
78
Properties=species:S:1:pos:R:3
Fe 1.08431 0.54337 0.76880
C 3.66699 2.52699 0.71592
C 3.66154 2.63635 -0.66970
C 2.57540 3.20623 -1.31771
C 1.50076 3.68980 -0.58040
C 1.49471 3.57482 0.80392
C 2.58133 2.98768 1.45687
H 4.54290 2.14905 1.22874
H 4.52156 2.31652 -1.24315
H 2.58886 3.31391 -2.39455
H 0.69501 4.20988 -1.08378
H 0.68493 4.00483 1.38016
H 2.62742 2.98289 2.53818
O 3.12230 -0.27605 0.15399
C 2.99078 -1.31821 -0.84402
C 3.24753 -2.69323 -0.25420
C 2.53668 -2.89449 1.08953
C 1.04574 -2.88259 0.96439
C 0.32714 -4.07487 0.97161
C -1.05503 -4.04452 0.93864
C -1.69782 -2.81645 0.86726
C -0.92246 -1.67802 0.82294
N 0.41931 -1.70141 0.86892
H 4.00261 -0.34329 0.54193
H 3.68070 -1.12187 -1.66593
H 1.97069 -1.23524 -1.22531
H 4.31868 -2.84174 -0.09623
H 2.91608 -3.44003 -0.97809
H 2.83096 -2.11102 1.78956
H 2.85372 -3.85090 1.50154
H 0.85882 -5.01406 1.03529
H -1.62567 -4.96260 0.98149
H -2.77595 -2.74282 0.85475
H -1.37697 -0.69622 0.74911
O -0.05919 0.94917 -0.87070
S -0.59759 1.54813 -2.15908
C -2.12729 2.47352 -1.67761
C -3.31146 1.62413 -1.35218
C -4.35053 1.48491 -2.26884
C -5.44772 0.69239 -1.96877
C -5.51856 0.03915 -0.74641
C -4.48292 0.16719 0.16978
C -3.37978 0.94741 -0.13593
C -1.30525 0.08783 -2.99468
C -0.23084 -0.94717 -3.16343
C 0.94985 -0.64417 -3.84247
C 1.89403 -1.63053 -4.07623
C 1.66581 -2.92713 -3.63116
C 0.51665 -3.22287 -2.91246
C -0.42405 -2.23206 -2.66725
H -2.32290 3.13223 -2.52539
H -1.80756 3.07371 -0.82481
H -4.30821 2.01759 -3.21192
H -6.25077 0.59326 -2.68624
H -6.38171 -0.56612 -0.50517
H -4.55064 -0.32940 1.12961
H -2.56515 1.05012 0.57247
H -1.67445 0.45843 -3.95495
H -2.13576 -0.28466 -2.39981
H 1.11015 0.36340 -4.21088
H 2.79593 -1.39639 -4.62637
H 2.37824 -3.70902 -3.85918
H 0.33699 -4.23221 -2.56573
H -1.33373 -2.46734 -2.12661
C -1.50274 2.19789 3.36065
C -0.30327 1.26946 3.59238
C -0.79518 -0.08478 4.15658
C 0.67718 1.89682 4.59628
O 0.34085 1.00387 2.39496
H -2.06372 2.30765 4.28647
H -2.16073 1.77768 2.59912
H -1.16779 3.18356 3.03697
H -1.29261 0.09189 5.10677
H 0.05216 -0.75374 4.30675
H -1.48837 -0.55238 3.45768
H 0.15180 2.09443 5.52790
H 1.07134 2.83668 4.21123
H 1.50590 1.21480 4.78819
```

Computed properties:
- <S²> = 8.77
- molar mass (u) = 574.59
- spin multiplicity = 6
- energy (eV) = -86674.2816
- LUMO (alpha / beta) (eV) = -4.9 / -8.3
- charge = +2
- highest occupied orbital energy (alpha / beta) (eV) = -14.37 / -14.37
- frontier orbital gap (alpha / beta) (eV) = 9.43 / 6.08



Question: Which value of molar mass does entry 1 give?
Answer: 1136.61 u



Question: Which formula does entry 1 have?
Answer: C32H40F24O16



Question: The highest energy belongs to which entry?
Answer: C32H40FeNO3S